No. 1
Formula: H5NOSi
Source: the OMol25 dataset
Level of theory: the ωB97M-V functional and the def2-TZVPD basis

Output
Spin multiplicity: 1
Structure (SMILES): N[SiH2]O
ΔE to the lowest compared entry with this formula, charge and spin: 0.2634 eV

Geometry (Å):
N  -1.1051  -0.5387  0.0750
O  1.6473  -0.4900  -0.0461
Si  0.2919  0.4437  0.0841
H  -1.8538  0.0405  -0.2432
H  -1.3875  -0.9124  0.9784
H  2.1397  -0.8627  -0.8843
H  0.0632  1.0956  -1.2573
H  0.2043  1.2239  1.2935



No. 2
Formula: C5H11NO2
Source: the OMol25 dataset
Level of theory: the ωB97M-V functional and the def2-TZVPD basis

Output
Spin multiplicity: 1
Structure (SMILES): O=CNCCCCO
ΔE to the lowest compared entry with this formula, charge and spin: 2.6969 eV

Geometry (Å):
C  0.5736  -1.1595  1.1332
N  -0.2639  -0.4275  2.0079
C  0.2801  0.5690  2.7789
O  -0.3352  1.3727  3.5402
C  0.2572  -1.1408  -0.3645
C  0.1047  0.3291  -0.9810
C  -0.8484  0.6027  -2.2559
O  -0.9947  1.9107  -2.7804
H  1.6913  -0.9457  1.3531
H  0.5784  -2.1709  1.4221
H  -1.2184  -0.6766  1.9998
H  1.3583  0.7803  2.6079
H  -0.6047  -1.7589  -0.4069
H  1.1913  -1.7131  -0.8492
H  1.0356  0.6341  -1.2568
H  -0.1725  0.9997  -0.1124
H  -0.3866  0.0029  -3.0322
H  -1.9202  0.3421  -1.8177
H  -0.3259  2.4500  -2.9861



No. 3
Formula: CdH6IO3
Source: the OMol25 dataset
Level of theory: the ωB97M-V functional and the def2-TZVPD basis

Output
DFT total energy: -694.3267 Ha
Spin multiplicity: 1
Net charge: +1

Geometry (Å):
Cd  -1.8766  20.2399  6.7615
I  -1.3978  22.7035  3.7336
O  2.4244  20.7669  1.8380
H  1.5129  20.9044  2.0958
H  2.6612  21.5618  1.3602
O  0.4877  26.4687  1.9788
H  0.0743  25.6063  2.0179
H  0.0748  26.9650  2.6856
O  -3.5808  19.2849  0.7263
H  -4.2106  18.9880  1.3831
H  -2.8790  19.6925  1.2339



No. 4
Formula: C24H19N3O4S
Source: the OMol25 dataset
Level of theory: the ωB97M-V functional and the def2-TZVPD basis

Output
Spin multiplicity: 1
Structure (SMILES): O=C(O)c1ccc(N2C(=O)C[C@H](S/C(=N/c3ccccc3)Nc3ccccc3)C2=O)cc1
ΔE to the lowest compared entry with this formula, charge and spin: 0.0802 eV

Geometry (Å):
O  -3.7321  -4.4203  -3.2534
C  -2.6843  -4.0758  -3.7426
O  -2.0462  -4.8309  -4.6527
H  -2.5565  -5.6385  -4.8190
C  -1.9781  -2.8190  -3.4220
C  -2.5599  -1.9343  -2.5174
C  -1.9288  -0.7551  -2.1816
C  -0.6918  -0.4393  -2.7423
C  -0.1218  -1.3103  -3.6708
C  -0.7564  -2.4897  -4.0021
H  -0.3070  -3.1610  -4.7165
H  0.8234  -1.0746  -4.1289
N  -0.0268  0.7655  -2.4077
C  1.3463  0.9416  -2.5053
O  2.1496  0.1066  -2.8189
C  1.6770  2.3775  -2.1430
C  0.3370  3.0328  -1.8818
H  0.0441  3.7392  -2.6626
S  0.2376  3.9907  -0.3434
C  0.3289  2.6195  0.7790
N  0.2303  1.4689  0.2597
C  0.5822  0.2554  0.8295
C  1.8570  0.0684  1.3642
C  2.2322  -1.1707  1.8416
C  1.3500  -2.2369  1.7920
C  0.0873  -2.0564  1.2536
C  -0.2975  -0.8216  0.7708
H  -1.2849  -0.6764  0.3638
H  -0.6058  -2.8833  1.2063
H  1.6476  -3.2041  2.1675
H  3.2212  -1.3036  2.2550
H  2.5490  0.8989  1.3946
C  -0.6685  1.8863  -1.8661
O  -1.8393  1.9968  -1.6266
N  0.5132  2.9962  2.0686
C  0.4088  2.1587  3.1920
C  -0.6028  1.2091  3.2823
C  -0.6635  0.3749  4.3827
C  0.2624  0.4956  5.4047
C  1.2448  1.4690  5.3329
C  1.3217  2.3001  4.2314
H  2.0913  3.0561  4.1680
H  1.9596  1.5784  6.1346
H  0.2127  -0.1598  6.2606
H  -1.4440  -0.3680  4.4427
H  -1.3414  1.1365  2.5000
H  0.7877  3.9554  2.2283
H  2.2389  2.8413  -2.9544
H  2.3176  2.3698  -1.2599
H  -2.4074  -0.0703  -1.5037
H  -3.5147  -2.1896  -2.0835



No. 5
Formula: C24H22ClNOPTl
Source: the OMol25 dataset
Level of theory: the ωB97M-V functional and the def2-TZVPD basis

Output
DFT total energy: -2031.0132 Ha
Spin multiplicity: 1
Net charge: +2

Geometry (Å):
Tl  -0.0421  0.0903  1.6436
Cl  -0.2500  -2.2713  1.3934
C  0.0903  1.9024  1.8345
O  0.1673  3.0602  1.9552
P  0.0148  0.2032  -0.6784
C  -1.5410  -0.1737  -1.5667
C  0.4846  1.8157  -1.4019
C  1.2509  -0.9526  -1.3625
C  1.6745  1.9983  -2.1148
C  1.9983  3.2552  -2.6287
C  1.1374  4.3346  -2.4377
C  -0.0527  4.1570  -1.7278
C  -0.3762  2.9069  -1.2100
H  2.3444  1.1591  -2.2721
H  2.9246  3.3867  -3.1813
H  1.3914  5.3120  -2.8378
H  -0.7252  4.9953  -1.5710
H  -1.2995  2.7737  -0.6531
C  -2.4981  -1.0044  -0.9684
C  -3.6761  -1.3138  -1.6469
C  -3.9128  -0.7945  -2.9205
C  -2.9651  0.0371  -3.5191
C  -1.7844  0.3479  -2.8463
H  -2.3047  -1.4110  0.0193
H  -4.4126  -1.9594  -1.1766
H  -4.8343  -1.0331  -3.4443
H  -3.1455  0.4487  -4.5082
H  -1.0548  1.0044  -3.3109
C  1.0627  -1.6382  -2.5666
C  2.0560  -2.4926  -3.0458
C  3.2410  -2.6620  -2.3296
C  3.4323  -1.9791  -1.1265
C  2.4389  -1.1335  -0.6402
H  0.1374  -1.5159  -3.1210
H  1.9001  -3.0307  -3.9767
H  4.0102  -3.3324  -2.7028
H  4.3496  -2.1161  -0.5606
H  2.5612  -0.6180  0.3097
H  -3.0508  -3.8718  1.2576
H  -2.4262  -4.2727  1.2143
C  0.1970  -0.4388  6.6534
C  0.3084  0.8131  6.0642
C  0.2565  0.9269  4.6731
N  0.0950  -0.1754  3.8694
C  -0.0110  -1.4100  4.4584
C  0.0376  -1.5591  5.8472
H  0.2301  -0.5397  7.7308
H  0.4288  1.6957  6.6796
H  0.3401  1.9191  4.2694
H  -0.1462  -2.3055  3.8865
H  -0.0535  -2.5406  6.2952



No. 6
Formula: C12H18N5O3S
Source: the OMol25 dataset
Level of theory: the ωB97M-V functional and the def2-TZVPD basis

Output
Spin multiplicity: 1
Structure (SMILES): CNC(=O)[C@@H](Cc1c[nH]cn1)NC(=O)[C@H](C[S-])NC(C)=O
ΔE to the lowest compared entry with this formula, charge and spin: 0.5386 eV
Net charge: -1

Geometry (Å):
O  -2.0442  1.4500  -2.1286
O  -0.2524  -1.4875  -0.9914
O  1.8143  -2.1733  3.2546
S  2.7355  2.0942  -0.7806
N  -2.8155  -0.9306  2.0548
C  -1.5881  0.6754  -2.9635
C  0.3784  -0.4707  -0.7725
C  1.8850  -1.2520  2.4318
C  -3.6808  -0.6147  1.0881
C  -2.0530  0.8387  0.9756
C  -1.7615  -0.0663  1.9236
N  -3.2585  0.4935  0.4497
N  3.0046  -0.6584  2.0883
N  -0.2841  0.3873  -3.0314
N  0.7942  -0.1011  0.4421
C  -2.5000  0.0166  -3.9491
C  4.3319  -0.9158  2.6957
C  1.1311  1.8799  -1.6711
C  -0.4189  -0.1851  2.5731
C  0.7343  0.4161  -1.9908
C  0.6024  -0.8904  1.6539
H  -4.5569  -1.2354  0.8795
H  -1.3912  1.6267  0.6288
H  -3.5922  0.8406  -0.4358
H  2.9731  -0.0407  1.2846
H  0.0133  -0.1433  -3.8186
H  1.2969  0.7823  0.4275
H  -1.9593  -0.7684  -4.4192
H  -3.3442  -0.4272  -3.4186
H  -2.8198  0.7773  -4.6342
H  5.0780  -0.4878  2.0250
H  4.4465  -2.0333  2.8365
H  4.3698  -0.3720  3.6354
H  0.3136  2.3143  -1.0792
H  1.2465  2.4674  -2.6156
H  -0.5392  -0.7905  3.4874
H  -0.0184  0.8095  2.8579
H  1.6340  -0.0142  -2.4090
H  0.0945  -1.8112  1.4152